(1)
Below is C39H46AsN7O2PbSe as an isolated structure, with properties calculated with ωB97M-V/def2-TZVPD.

Element x y z (Å)
1 C 1.55924 -1.80283 -2.92697
2 H -2.01130 4.26352 3.97961
3 C -0.57393 3.09750 5.14636
4 H 1.62821 -2.44970 -3.80858
5 C -0.80406 1.05990 -5.44205
6 C -0.98150 -3.63756 -2.32883
7 H 6.08521 -1.49201 -3.38458
8 C 2.29607 3.95228 1.67186
9 H -4.08503 0.46142 -4.87404
10 H 0.46909 -3.64598 -0.73409
11 C 1.55762 1.53158 -6.13547
12 H -4.62039 -0.11668 3.98947
13 C -2.53832 0.65869 -3.39411
14 H 6.37860 -0.63284 -1.07043
15 H -1.63296 0.21468 4.71705
16 H -1.08433 -4.05303 1.51472
17 C 1.06105 0.55334 2.60469
18 C -0.16144 2.65666 1.75777
19 O -1.45050 2.12322 1.77608
20 C -2.60046 -2.43081 -0.21128
21 C 5.22517 -1.30970 -2.75702
22 H 3.81288 -2.00938 -4.18947
23 C -2.46666 0.23058 4.01525
24 H -0.36944 -4.40551 -2.80850
25 C 0.98811 1.95073 2.13877
26 C 2.98003 -0.81563 -1.09429
27 H -2.25592 -0.48712 3.22905
28 C 0.99228 1.41794 -3.74198
29 N -0.07151 1.19580 -7.76694
30 Se 1.45490 1.49079 -8.62914
31 C -0.40316 1.10352 -4.10648
32 N 0.11022 -0.27885 2.59509
33 H 4.52796 2.35768 -2.66873
34 C -4.14878 2.42038 2.41908
35 C 2.20365 2.63939 2.10034
36 C 2.52490 1.85189 -2.09058
37 H -5.98699 3.43973 2.84855
38 C -0.75723 -2.29025 -3.02274
39 C 0.45106 -1.61391 3.06226
40 H -3.74586 -0.93606 5.27746
41 H 2.72851 1.89845 -1.02609
42 C 1.14978 4.61302 1.26180
43 N -1.16733 -2.62049 -0.01382
44 H 1.12469 -2.26826 1.12167
45 C 3.24887 1.97485 -4.35062
46 H 1.20098 5.63628 0.91625
47 H -2.81428 -2.15499 -1.24256
48 H -0.32467 -1.92520 3.76877
49 H -0.44466 3.84122 5.93157
50 C 3.95926 -1.58764 -3.20118
51 N 2.39198 1.68761 -7.13120
52 N 1.28855 1.51528 -2.43194
53 H -0.93483 -4.67142 -0.47791
54 H -5.73461 2.03314 3.87104
55 H 3.99792 2.13554 -5.11445
56 C 0.47763 -2.62226 1.92637
57 H 2.04957 0.26779 2.98842
58 C 5.38299 -0.82288 -1.45115
59 H -2.94767 -1.62036 0.43146
60 H -1.68566 -2.48977 2.00164
61 H -3.18294 -3.33182 0.02457
62 N -1.26419 0.87875 -3.10399
63 H -2.73586 3.26983 5.24134
64 C -2.14784 0.82133 -5.73221
65 H -3.88273 3.21337 1.71720
66 C -3.03360 0.63384 -4.69460
67 C -1.94016 3.30246 4.49264
68 H -2.46579 0.79352 -6.76597
69 C -3.80844 -0.00995 4.70741
70 H 1.40347 -1.62399 3.60537
71 C 0.19556 1.25972 -6.48777
72 C 3.53740 2.09776 -3.01256
73 N 0.38295 -1.56832 -2.46391
74 C -0.61654 -3.68764 -0.85243
75 H 3.09456 2.11740 2.43138
76 H 3.25277 4.45499 1.65957
77 As -2.45508 1.96989 3.20381
78 C 2.82163 -1.34963 -2.40087
79 H -4.07100 0.78099 5.41157
80 H -2.01698 -3.93943 -2.49502
81 H -4.85068 3.52835 4.17736
82 C -0.91827 -2.97418 1.39380
83 H -3.19986 0.48641 -2.55105
84 C -5.23523 2.87345 3.39531
85 H -4.45364 1.55646 1.82624
86 H 4.41977 -0.21764 0.36721
87 Pb -0.12134 0.00742 -0.81918
88 H 0.95966 -3.51670 2.32276
89 H -0.48379 2.11573 5.61259
90 C 4.29739 -0.59010 -0.64209
91 H 0.23736 3.22036 4.43595
92 O 1.97991 -0.51373 -0.29897
93 C 1.94830 1.63830 -4.73180
94 H -0.98409 4.47058 1.01115
95 H -0.62506 -2.45171 -4.09716
96 H -1.63363 -1.65188 -2.91047
97 C -0.07586 3.96431 1.31173

HOMO-LUMO gap ... 7.585 eV
Molar mass ... 1005.93 g mol⁻¹
HOMO ... -0.4540 Ha
Charge ... +2



(2)
Below is C39H46BN9S3V as an isolated structure, with properties calculated with ωB97M-V/def2-TZVPD.

Element x y z (Å)
1 C 1.81229 2.20630 1.98178
2 H -3.36902 5.14136 -1.50816
3 N -1.86589 2.42198 -3.09371
4 S -0.13147 -2.07464 0.57653
5 H -2.01416 4.71058 -4.49636
6 H 5.88669 1.16733 -1.66941
7 H -3.51241 -4.11287 2.54670
8 C -3.65839 0.38335 3.57284
9 C 3.17964 -2.41719 -2.62648
10 H -3.32548 0.63814 1.44778
11 H 3.44587 -0.20096 3.71604
12 C 2.42594 4.40811 1.31327
13 C -2.37751 -2.32522 -2.57661
14 V -0.16589 0.37749 0.74499
15 N -0.61487 0.52831 -2.96307
16 C 0.33975 -1.24162 5.84247
17 N -1.25207 -1.83589 -1.93180
18 H -2.73880 -1.95785 -3.55734
19 C -1.01136 2.34560 -4.20231
20 N 0.65575 2.26290 1.15168
21 H 0.72961 5.50505 0.46814
22 H -1.59573 -1.13868 6.81466
23 C -2.91078 3.51356 -2.86264
24 H 4.59288 1.21724 -0.43495
25 C 1.06952 -1.03156 4.63647
26 C -0.94420 -0.09818 3.55652
27 H -0.39968 3.29018 -0.26407
28 N -1.53177 0.28392 2.38130
29 H 3.94915 -1.08887 0.66874
30 C 4.85337 0.82861 -1.47051
31 H -2.40073 -2.81767 2.23957
32 C -1.67928 -0.32185 4.74669
33 C -1.04877 -1.00031 5.87995
34 C 0.40099 3.34492 0.51052
35 H -3.97792 -2.81037 1.49259
36 C -2.99828 4.34130 -4.12698
37 C -3.01904 0.05284 4.75840
38 C -4.25750 2.82690 -2.61653
39 H 5.55521 -1.16144 -3.36595
40 C -1.21109 -2.36762 -0.66086
41 S -2.01557 1.19697 -0.69383
42 H -3.39871 3.68881 -4.91569
43 H 2.08134 -1.36822 4.58873
44 C -2.47811 4.47531 -1.66743
45 C -3.14954 -3.42641 1.78761
46 H -3.47366 -5.85307 -0.75432
47 H 6.76191 -0.95109 -2.03785
48 H 5.80552 -2.47006 -2.15467
49 H -0.93684 3.15166 -4.95193
50 H -2.33759 3.89611 -0.70854
51 H -4.65264 -4.63300 -0.26557
52 N -2.25193 -3.21806 -0.53224
53 H -3.65399 5.18588 -3.95360
54 N 1.25528 -1.37897 -2.45667
55 H 5.14426 -2.29846 0.09064
56 H 1.35978 -3.25081 -3.57150
57 C 4.90925 -1.20710 0.11885
58 B -0.23481 -1.02260 -2.82705
59 H -3.97204 -3.68897 -1.73113
60 H 4.00325 -3.08406 -2.81937
61 C 4.71610 -0.72101 -1.32188
62 C -2.85056 0.44541 2.40167
63 H 4.12255 1.28271 -2.14763
64 C 1.18597 4.49923 0.69522
65 H -0.88414 -5.44014 -0.07303
66 H -1.66723 -5.86966 1.52206
67 C 0.45542 -0.41803 3.54064
68 N 3.38012 -1.25207 -1.92777
69 H 3.11773 5.24464 1.40895
70 H -0.61348 -4.48286 1.45018
71 H -4.41013 2.03366 -3.36668
72 C 2.16768 -0.66565 -1.72634
73 C 1.87597 -2.45912 -3.05867
74 H 5.66466 -0.61283 0.62268
75 H -4.30357 2.30854 -1.61939
76 C -1.37975 -5.02522 0.85694
77 H 0.86624 -1.72750 6.65477
78 S 1.88477 0.68880 -0.83706
79 C 4.17342 1.78123 3.39997
80 C -1.53210 1.36309 -2.27887
81 H 5.02672 1.77604 4.08047
82 C 3.27951 0.73646 3.26684
83 C -3.04968 -3.09435 -1.68581
84 C -0.26903 1.20051 -4.11212
85 H -1.52353 4.98909 -1.93977
86 H -4.68281 0.73178 3.55001
87 H 0.37555 0.73548 -4.87958
88 H 4.82864 3.64697 2.67969
89 H -4.99915 3.66038 -2.76933
90 C -2.62026 -4.20223 0.52317
91 H -3.62717 -0.00217 5.68499
92 H -4.06093 -5.78941 0.90893
93 C 2.07201 0.97487 2.54687
94 C 4.04336 2.91805 2.60864
95 H -0.33156 -1.46186 -3.91861
96 C -3.74258 -5.12970 0.06665
97 C 2.78689 3.19737 1.93481
98 C 5.78524 -1.37054 -2.28371
99 N 1.08937 -0.02708 2.37777

HOMO-LUMO gap (alpha / beta) ... 6.846 / 7.069 eV
Molar mass ... 798.82 g mol⁻¹
HOMO (alpha / beta) ... -0.3507 / -0.3573 Ha
Charge ... +1
Energy relative to the best compared isomer or geometry (same formula, charge and spin) ... 0.0 kcal per mole
Multiplicity ... 3



- molar mass of number 2 (C39H46BN9S3V)?
  798.82 g mol⁻¹



- The highest charge belongs to which entry?
  C39H46AsN7O2PbSe